72
Properties=species:S:1:pos:R:3:forces:R:3 method="wB97M-V/def2-TZVPD" multiplicity=4 total_charge=+4 de_lowest_kj_mol=224.32 orbital_gap_ev="4.795 / 5.285" total_energy_ev=-58561.90537 s_squared=4.14 lumo_energy_ev="-14.74 / -14.19"
Tc 0.000000 0.000000 0.000000 0.6 4.3 1.0
P -1.263660 -1.304921 1.391058 -3.7 -4.1 1.8
P 2.011571 0.246318 1.098689 5.0 -0.6 3.3
P 0.858227 -1.783603 -1.201713 1.4 -3.6 -2.5
H -0.205843 2.011268 -2.016732 0.4 0.0 1.0
C -0.205581 0.920714 -1.967042 -3.2 -1.3 -1.4
C -1.439729 0.242913 -1.596581 0.3 0.9 -2.9
H -2.316843 0.841824 -1.367784 0.1 -0.1 0.7
C -2.570085 -0.574111 2.487815 0.3 1.0 -0.3
C -0.532652 -2.455094 2.655090 1.2 0.6 -0.4
C -2.367221 -2.507593 0.509339 0.5 0.4 -0.6
C 3.389333 1.204032 0.290848 -0.9 0.2 -1.1
C 2.084373 1.065901 2.766887 -0.6 0.2 -0.1
C 3.018206 -1.234798 1.603652 -0.5 -0.2 -0.4
C -0.085978 -2.395210 -2.671670 -0.3 0.5 0.3
C 1.201752 -3.437312 -0.439572 -0.3 0.4 0.6
C 2.476697 -1.498853 -2.052968 -0.1 0.6 0.4
H 0.393551 0.506588 -2.780400 0.1 -0.4 0.5
H -1.719958 -0.661402 -2.129752 0.2 0.0 0.2
H -3.200655 0.103687 1.904890 0.0 0.0 0.1
H -2.102811 -0.007985 3.297080 -0.3 -0.2 -0.1
H -3.199279 -1.358730 2.924938 0.4 -0.1 -0.4
H 0.009433 -1.862495 3.399033 0.0 -0.2 0.1
H 0.180262 -3.130572 2.176314 -0.1 0.0 0.1
H -1.300903 -3.050357 3.165101 -0.1 0.4 -0.4
H -3.020200 -1.944061 -0.163117 -0.1 -0.1 0.1
H -2.977786 -3.094303 1.206627 0.2 0.3 0.0
H -1.771168 -3.191072 -0.100700 -0.1 0.0 0.1
H 4.287489 1.248312 0.919769 -0.5 -0.2 0.2
H 3.048423 2.219616 0.076700 0.1 0.0 0.0
H 3.640863 0.735901 -0.663911 0.1 0.1 0.1
H 3.109532 1.068214 3.154794 -0.1 -0.2 -0.4
H 1.441325 0.518400 3.462940 0.3 0.1 0.1
H 1.732024 2.098257 2.715634 0.1 -0.1 0.0
H 3.914424 -0.922991 2.152207 -0.3 0.1 -0.1
H 3.333478 -1.811760 0.731656 0.0 0.0 0.2
H 2.414524 -1.881982 2.245977 0.1 0.0 0.0
H 0.477202 -3.198410 -3.158561 0.0 0.2 0.2
H -0.242181 -1.584849 -3.388026 0.0 -0.2 -0.1
H -1.062089 -2.777375 -2.362596 0.1 0.0 -0.1
H 1.696683 -4.097365 -1.160849 -0.1 0.3 0.0
H 0.259720 -3.899799 -0.133043 0.1 0.0 -0.1
H 1.833982 -3.334980 0.443053 0.0 -0.1 -0.1
H 2.734261 -2.338382 -2.708638 -0.3 0.1 0.2
H 3.275924 -1.366633 -1.320789 0.0 -0.1 -0.1
H 2.401153 -0.582763 -2.644520 0.1 -0.1 -0.1
C 6.709318 0.325685 -3.657599 0.9 -0.9 2.6
C 7.455230 1.246631 -4.399076 0.6 1.2 -1.5
C 7.010450 1.639716 -5.661373 1.3 0.2 1.3
C 5.828145 1.121054 -6.188413 -0.1 0.1 -0.4
C 5.090843 0.201313 -5.438471 -0.4 -1.1 1.6
C 5.523001 -0.199869 -4.177110 -1.6 -0.2 -1.4
O 7.094988 -0.100770 -2.408452 -0.9 1.0 -2.6
H 7.927510 0.339922 -2.173849 0.2 -0.1 0.2
H 8.378734 1.653168 -3.990265 -0.1 0.0 -0.1
H 7.595031 2.355626 -6.232123 -0.1 -0.1 0.1
H 5.484676 1.428837 -7.170955 0.1 0.0 0.1
H 4.168104 -0.209637 -5.838472 0.2 0.0 0.0
H 4.958078 -0.913772 -3.585906 0.2 0.0 -0.1
N -1.834213 3.298054 -0.854107 0.9 -0.7 1.5
C -1.453137 2.907849 0.475870 -1.2 1.0 -1.5
C -1.846064 3.898491 1.415199 0.3 -0.2 0.2
C -1.659989 3.734495 2.764986 -0.5 1.1 -0.8
C -1.086090 2.577067 3.200255 1.1 -2.1 -0.2
C -0.689743 1.619938 2.273663 -1.1 2.5 1.2
N -0.808588 1.707580 0.923345 -1.3 2.2 -1.2
H -1.966345 2.754458 -1.695462 0.3 -0.4 0.6
H -2.234272 4.235919 -1.007993 0.4 -0.7 0.8
H -2.335849 4.811690 1.097987 0.0 -0.2 -0.4
H -1.983083 4.492284 3.467260 0.0 0.1 -0.1
H -0.950488 2.401418 4.259939 0.1 -0.2 -0.1
H -0.301360 0.736616 2.665470 0.6 -1.1 0.3